Density functional theory data (the ωB97M-V functional and the def2-TZVPD basis) for a cluster of 7 separate species, C33H33BrN6O3P2 in total at a distorted geometry.

## Properties
LUMO energy = -0.69 eV
Kohn-Sham gap = 8.65 eV
HOMO = -9.3 eV
Net charge = 0
2S+1 = 1

```
78
C33H33BrN6O3P2 (the ωB97M-V functional and the def2-TZVPD basis)
C 1.0943 2.6920 -1.3805
C 0.5362 3.6885 -1.7493
P -0.1562 5.1741 -2.3434
C 0.6106 6.6626 -1.4137
O 1.6977 6.3649 -0.9328
O -0.0529 7.6891 -1.4341
P -2.3561 5.1658 -2.1078
O -2.4666 3.9130 -1.0558
Br -3.0666 4.3150 -4.0619
H 1.7334 1.8759 -1.1271
H 0.1280 5.3086 -3.7108
H -3.4102 3.8919 -0.8302
N -2.6877 -0.2401 0.3925
C -2.4392 1.0606 0.2530
C -1.7613 1.8217 1.1965
C -1.3236 1.1967 2.3522
C -1.5753 -0.1557 2.5172
C -2.2531 -0.8238 1.5128
H -2.8022 1.5074 -0.6644
H -1.5823 2.8734 1.0279
H -0.7934 1.7542 3.1138
H -1.2513 -0.6806 3.4057
H -2.4658 -1.8843 1.5967
N -7.1163 -3.9591 0.8271
C -6.2579 -3.0152 0.4446
C -4.8799 -3.1719 0.4656
C -4.3643 -4.3780 0.9124
C -5.2419 -5.3714 1.3160
C -6.6026 -5.1120 1.2523
H -6.7033 -2.0866 0.1048
H -4.2311 -2.3688 0.1388
H -3.2939 -4.5416 0.9454
H -4.8818 -6.3270 1.6721
H -7.3242 -5.8628 1.5556
N -2.5238 -0.2301 6.4374
C -3.6001 0.1066 5.7288
C -4.0653 1.4071 5.6055
C -3.3774 2.4156 6.2603
C -2.2567 2.0841 7.0049
C -1.8733 0.7524 7.0592
H -4.1088 -0.7138 5.2340
H -4.9432 1.6213 5.0115
H -3.7086 3.4439 6.1911
H -1.6908 2.8397 7.5322
H -1.0007 0.4500 7.6278
N 1.2788 -1.2517 -0.6163
C 0.0148 -1.5007 -0.9655
C -0.3394 -2.2460 -2.0802
C 0.6706 -2.7594 -2.8784
C 1.9900 -2.5113 -2.5335
C 2.2357 -1.7555 -1.3965
H -0.7417 -1.0809 -0.3191
H -1.3821 -2.4165 -2.3135
H 0.4324 -3.3449 -3.7579
H 2.8075 -2.8937 -3.1283
H 3.2532 -1.5396 -1.0873
N 5.3615 4.8831 -3.0992
C 6.6744 5.1009 -3.1663
C 7.3842 5.8211 -2.2183
C 6.6918 6.3490 -1.1395
C 5.3265 6.1347 -1.0529
C 4.7125 5.3970 -2.0533
H 7.1772 4.6735 -4.0275
H 8.4510 5.9644 -2.3242
H 7.2094 6.9194 -0.3784
H 4.7436 6.5286 -0.2320
H 3.6459 5.2091 -2.0186
N 3.8997 -5.0241 -3.5734
C 5.0063 -5.4935 -2.9991
C 5.0756 -6.7122 -2.3416
C 3.9307 -7.4883 -2.2734
C 2.7697 -7.0168 -2.8641
C 2.8085 -5.7855 -3.4984
H 5.8793 -4.8544 -3.0733
H 6.0036 -7.0420 -1.8954
H 3.9427 -8.4457 -1.7683
H 1.8531 -7.5897 -2.8345
H 1.9222 -5.3814 -3.9751
```



Density functional theory data (the ωB97M-V functional and the def2-TZVPD basis) for a structure of composition C33H33Cl2PSe3SiTaTe2.

## Properties
LUMO energy = -3.90 eV
Kohn-Sham gap = 6.50 eV
HOMO = -10.4 eV
Net charge = +1
2S+1 = 1

```
76
C33H33Cl2PSe3SiTaTe2 (the ωB97M-V functional and the def2-TZVPD basis)
Ta 0.1607 0.6809 0.1032
Se 1.3187 0.3065 -2.0991
Se 1.5043 2.4171 -3.1601
Te -0.8882 3.0691 -2.8372
Se -0.6827 3.0278 -0.3277
C -3.1372 -3.3268 -3.8300
C -3.9149 -3.2622 -2.6795
C -3.6590 -2.2933 -1.7239
C -2.6114 -1.3921 -1.9080
C -1.8458 -1.4473 -3.0690
C -2.1108 -2.4159 -4.0293
P -2.2654 -0.1185 -0.6735
C -3.6217 1.0654 -0.8728
C -4.1835 1.2927 -2.1262
C -5.1762 2.2518 -2.2764
C -5.6127 2.9785 -1.1791
C -5.0580 2.7489 0.0741
C -4.0612 1.8005 0.2280
C -2.3265 -0.7652 0.9998
C -3.3673 -1.3319 1.7323
C -3.0961 -1.8047 3.0041
C -1.8076 -1.7001 3.5293
C -0.7888 -1.0977 2.8082
C -1.0356 -0.5953 1.5230
H -3.3400 -4.0844 -4.5754
H -4.7222 -3.9666 -2.5298
H -4.2716 -2.2471 -0.8325
H -1.0415 -0.7390 -3.2203
H -1.5145 -2.4566 -4.9313
H -3.8550 0.7194 -2.9844
H -5.6127 2.4242 -3.2512
H -6.3901 3.7215 -1.2979
H -5.4026 3.3111 0.9318
H -3.6233 1.6324 1.2050
H -4.3676 -1.4009 1.3229
H -3.8823 -2.2590 3.5923
H -1.6063 -2.0824 4.5221
H 0.1965 -1.0111 3.2515
Cl -0.0542 1.9422 2.5897
C 0.4488 3.6850 2.7057
Cl 0.6830 4.1017 4.3842
H -0.3633 4.2670 2.2888
H 1.3743 3.7826 2.1486
C -0.7483 -3.5307 -0.4028
Te 0.8925 -2.2446 0.0193
C 1.9904 -2.9011 -1.6781
H -1.0179 -3.4745 -1.4529
H -1.5892 -3.2593 0.2298
H -0.4038 -4.5308 -0.1473
H 2.1499 -3.9694 -1.5470
H 2.9455 -2.3806 -1.6894
H 1.4301 -2.7039 -2.5883
C 4.0658 4.6401 1.8758
C 4.0392 3.7880 2.9728
C 3.5802 2.4860 2.8316
C 3.1473 2.0052 1.5912
C 3.1882 2.8773 0.4979
C 3.6408 4.1830 0.6357
Si 2.4959 0.2484 1.4225
C 3.8149 -0.8245 0.6178
C 4.1395 -2.0768 1.1483
C 5.1040 -2.8811 0.5546
C 5.7710 -2.4395 -0.5786
C 5.4792 -1.1886 -1.1090
C 4.5101 -0.3934 -0.5164
H 4.4201 5.6564 1.9879
H 4.3713 4.1406 3.9406
H 3.5562 1.8364 3.6992
H 2.8536 2.5473 -0.4807
H 3.6599 4.8406 -0.2240
H 2.3042 -0.2943 2.7945
H 3.6379 -2.4274 2.0435
H 5.3418 -3.8462 0.9833
H 6.5270 -3.0613 -1.0401
H 6.0120 -0.8321 -1.9813
H 4.3018 0.5826 -0.9403
```



Density functional theory data (the ωB97M-V functional and the def2-TZVPD basis) for a structure of composition C33H33F5N5OS2TeTl at a distorted geometry.

## Properties
LUMO energy = -1.03 eV
Kohn-Sham gap = 6.98 eV
HOMO = -8.0 eV
Net charge = 0
2S+1 = 1

```
81
C33H33F5N5OS2TeTl (the ωB97M-V functional and the def2-TZVPD basis)
Tl 0.4215 0.6571 -0.1384
C 0.6581 -1.6118 2.3126
N -0.6021 -1.1113 1.7452
C -1.4791 -0.5262 2.7633
C -2.1217 0.7952 2.3634
N -1.1405 1.8263 2.1062
C -0.5313 2.3556 3.3336
C -1.5871 2.8864 1.2574
C -2.9267 3.2470 1.1599
C -3.3207 4.2678 0.3073
C -2.3779 4.9335 -0.4624
C -1.0454 4.5627 -0.3912
C -0.6347 3.5414 0.4634
S 1.0476 3.0092 0.4595
C -1.1491 -2.0289 0.7193
C -0.8934 -3.4772 1.0131
C -0.5048 -4.3241 0.0690
C -0.0335 -3.9112 -1.2843
C -2.0877 -2.4513 -2.2882
C -1.8999 -1.3512 -1.2076
S -2.0474 0.4035 -1.5656
H 1.3150 -1.9587 1.5128
H 0.5112 -2.4288 3.0259
H 1.1652 -0.7930 2.8240
H -0.8653 -0.3679 3.6483
H -2.2709 -1.2167 3.0716
H -2.8414 1.0743 3.1489
H -2.6564 0.6712 1.4391
H -1.2893 2.8644 3.9453
H 0.2538 3.0622 3.0792
H -0.0960 1.5508 3.9251
H -3.6734 2.7389 1.7591
H -4.3695 4.5303 0.2374
H -2.6847 5.7106 -1.1517
H -0.3084 5.0266 -1.0352
H -1.1479 -3.8367 2.0064
H -0.4204 -5.3796 0.3075
H 0.7336 -4.5696 -1.6756
H -2.3878 -2.0581 -3.2530
C 2.9701 1.2512 3.1514
C 3.7078 1.2708 1.8451
C 4.9006 1.9724 1.7024
C 5.5594 1.9256 0.4903
C 5.0361 1.1564 -0.5338
C 3.8502 0.4733 -0.3144
N 3.1938 0.5533 0.8450
C 3.2700 -0.4534 -1.3352
C 3.9443 -0.7769 -2.4936
C 3.3845 -1.7070 -3.3580
C 2.1917 -2.3064 -3.0295
C 1.5540 -1.9050 -1.8622
N 2.0777 -1.0019 -1.0502
C 0.2339 -2.4405 -1.4614
C -0.7082 -3.1107 -2.4007
C -3.0681 -3.4046 -1.6548
C -3.2318 -3.1693 -0.3658
C -2.6396 -1.8472 0.0804
C -3.8321 -1.0493 0.6340
N -0.5669 -1.6032 -0.5963
H 3.4038 0.4954 3.8131
H 1.9263 1.0083 2.9747
H 3.0268 2.2173 3.6538
H 5.2905 2.5476 2.5327
H 6.4800 2.4763 0.3418
H 5.5425 1.1084 -1.4857
H 4.8871 -0.3140 -2.7402
H 3.8790 -1.9503 -4.2903
H 1.7301 -3.0232 -3.6944
H -0.3783 -3.3588 -3.3990
H -3.4748 -4.2497 -2.1996
H -3.8142 -3.7765 0.3207
H -3.9464 -1.1325 1.7158
H -4.7367 -1.4569 0.1843
H -3.8065 -0.0038 0.3429
F 0.6935 0.8181 -4.9775
Te -0.4088 1.2662 -3.5029
F 0.0230 2.9158 -4.3054
F -1.4788 2.5704 -2.5907
F -1.8672 1.1255 -4.6240
F -0.4668 -0.6695 -3.6089
O 0.9573 1.2458 -2.3047
```



Q: The highest Kohn-Sham gap belongs to which entry?
A: C33H33BrN6O3P2